No. 1
ORCA calculation (wB97M-V/def2-TZVPD) on a structure of composition C21H35BO2P2Sr in a non-equilibrium geometry.

Last column: Mulliken charge in e.
Positions of all 62 atoms, in Å:
1 P -1.29258 0.62416 -2.15228  0.4475
2 P 1.92579 -0.24240 -0.94495  0.5548
3 C 0.17725 0.10577 -3.20892  -0.9639
4 C 1.28281 -0.78811 -2.61508  0.2866
5 H 0.60293 1.08930 -3.46817  0.4484
6 H -0.22461 -0.33545 -4.14408  0.2237
7 H 0.94592 -1.83613 -2.42640  -0.6918
8 H 2.14180 -0.81285 -3.31030  0.2973
9 C 3.62840 0.32507 -1.35496  -1.3816
10 H 4.11134 0.56741 -0.40318  0.4070
11 H 3.61027 1.21659 -1.99141  0.3622
12 H 4.18620 -0.48064 -1.85059  0.4054
13 C 2.56087 -1.81962 -0.23252  -1.3165
14 H 3.32416 -2.27469 -0.88328  0.4059
15 H 1.75697 -2.53182 -0.02648  0.3280
16 H 3.02856 -1.53501 0.72236  0.4309
17 C -2.26282 1.60132 -3.34291  -1.2570
18 H -3.07906 2.06841 -2.77845  0.3843
19 H -2.65781 0.95501 -4.13473  0.3353
20 H -1.62476 2.38436 -3.76680  0.3973
21 C -2.27013 -0.93796 -2.15117  -1.0778
22 H -1.82020 -1.69637 -1.49420  0.2572
23 H -2.45558 -1.31482 -3.16910  0.3272
24 H -3.25910 -0.69676 -1.73562  0.3728
25 Sr -0.35379 -3.77426 -3.69530  1.4349
26 C 1.22383 -4.92890 -5.09452  -0.8219
27 C 1.70325 -3.64607 -5.05650  -1.0643
28 C 1.62130 -2.59724 -6.13168  -0.1309
29 C 0.30741 -2.66209 -6.93237  -1.0815
30 C -0.85796 -2.82289 -5.99949  -0.4257
31 C -1.60503 -3.95562 -5.82768  -1.1096
32 C -1.15818 -5.36703 -6.06521  -0.4262
33 C 0.37950 -5.59181 -6.15310  -0.4557
34 C -1.17691 0.50339 0.82852  -0.7083
35 H 1.48703 -5.63278 -4.27735  0.5209
36 H 2.35468 -3.31301 -4.23173  0.3808
37 H 2.48059 -2.66639 -6.81562  0.3186
38 H 1.74268 -1.60094 -5.66033  0.1474
39 H 0.18406 -1.70694 -7.47598  0.4229
40 H 0.34158 -3.44949 -7.70040  0.3609
41 H -1.23669 -1.85510 -5.59861  0.5002
42 H -2.68160 -3.86516 -5.64356  0.2954
43 H -1.61249 -5.78361 -6.98154  0.3043
44 H -1.56853 -6.00608 -5.26033  0.2217
45 H 0.52128 -6.67747 -6.02452  0.3901
46 H 0.76513 -5.37837 -7.16258  0.2886
47 H -2.17216 0.48591 1.29934  0.3703
48 H -1.06364 -0.48139 0.35583  0.1508
49 H -1.14538 1.31640 0.07256  0.2831
50 O 0.47913 2.04017 2.07479  -0.5908
51 B -0.09394 0.76801 1.89825  0.7880
52 O 0.29216 -0.10476 2.93811  -0.6235
53 C 0.99247 0.68746 3.81152  0.6277
54 C 1.37369 0.41268 5.10514  -0.7800
55 C 1.84646 1.47336 5.88853  -0.5144
56 C 2.05220 2.73255 5.32785  -0.4438
57 C 1.75954 2.98051 3.98366  -0.7958
58 C 1.13551 1.98009 3.27319  0.6003
59 H 1.26002 -0.58802 5.50451  0.4347
60 H 2.07740 1.31175 6.93615  0.3670
61 H 2.43629 3.53831 5.95139  0.3564
62 H 1.96748 3.93131 3.50794  0.4244

## Properties
E	-1709.792564	Eh
ΔE to the lowest compared entry with this formula, charge and spin	26.58	kJ/mol
HOMO-LUMO gap (alpha / beta)	3.65 / 3.70	eV
LUMO (alpha / beta)	-0.0212 / -0.0203	Eh

---

No. 2
ORCA calculation (wB97M-V/def2-TZVPD) on a structure of composition C31H25AsF12GeN6O6Tb in a non-equilibrium geometry.

Last column: Löwdin spin population.
Positions of all 83 atoms, in Å:
1 Tb -1.48284 -0.75219 1.79769  6.0188
2 C -4.14824 -1.44146 -2.27707  0.0000
3 C -4.25447 0.00107 -1.95218  -0.0242
4 N -5.39107 0.63408 -1.90784  0.0886
5 O -6.22313 0.17525 -2.87723  0.0394
6 C -3.23082 0.78430 -1.25464  0.1030
7 C -3.07207 2.29268 -1.42144  0.0284
8 N -2.44951 0.15829 -0.46203  0.2903
9 O -1.31875 0.65844 0.07768  0.4574
10 H -4.36790 -1.55156 -3.36508  -0.0005
11 H -4.98420 -1.96038 -1.78503  -0.0024
12 H -3.20390 -1.87810 -1.93390  0.0022
13 H -6.93416 0.84763 -3.02130  0.0003
14 H -2.05453 2.54188 -1.05328  0.0043
15 H -3.87323 2.79277 -0.82886  0.0019
16 H -3.14408 2.74376 -2.42781  0.0042
17 O 3.82308 1.24275 -0.81229  0.0000
18 N 3.54060 -0.11831 -0.75205  0.0000
19 C 4.32396 -0.71234 0.09014  0.0000
20 C 5.37067 -0.13868 0.93014  0.0000
21 N 6.23502 0.18518 1.65199  0.0000
22 C 4.18393 -2.19596 0.13017  0.0000
23 N 4.14276 -3.37482 -0.00152  0.0000
24 C 0.92714 -0.06255 5.02543  0.0003
25 C 0.53488 0.95749 3.99003  -0.0014
26 O -0.34980 0.44516 3.05365  -0.0118
27 C -0.27052 2.13297 4.64995  0.0002
28 F 0.46604 2.80253 5.60134  0.0000
29 F -0.64839 3.07778 3.71493  0.0001
30 F -1.35221 1.60595 5.26828  0.0002
31 C 1.79923 1.43473 3.09849  -0.0009
32 F 1.57915 1.59027 1.75114  -0.0002
33 F 2.35063 2.61730 3.59831  -0.0004
34 F 2.82864 0.51348 3.29927  -0.0001
35 H 0.04360 -0.58902 5.42802  0.0000
36 H 1.50683 0.35767 5.86301  0.0001
37 H 1.54573 -0.86639 4.51539  0.0000
38 F -3.59577 0.06473 1.92699  0.0005
39 As -4.53181 -1.33884 2.67485  0.0005
40 F -5.74599 -1.09120 1.42817  0.0001
41 F -5.15627 -0.11830 3.71376  0.0001
42 F -5.25152 -2.67900 3.49577  0.0001
43 F -3.05822 -1.58063 3.77322  0.0030
44 F -3.49056 -2.21666 1.52082  -0.0018
45 O 0.24305 -2.66365 2.64055  -0.0018
46 C 0.18402 -3.23910 1.55640  0.0010
47 N -0.77794 -2.81507 0.74472  -0.0011
48 C -0.81004 -3.68632 -0.30035  0.0000
49 O -1.64789 -3.67015 -1.20339  0.0009
50 C 0.28171 -4.74172 -0.09361  -0.0001
51 C 0.66475 -5.88483 -0.78069  0.0000
52 C 1.74905 -6.59297 -0.28484  0.0000
53 C 2.31693 -6.26158 0.95904  0.0000
54 C 1.90119 -5.18723 1.72027  0.0000
55 C 0.92137 -4.42078 1.14054  -0.0001
56 H 0.13900 -6.20245 -1.74055  0.0000
57 H 2.21436 -7.44814 -0.79172  0.0000
58 H 3.15987 -6.83832 1.33858  0.0000
59 H 2.36841 -4.92012 2.65699  0.0000
60 Ge 3.06931 1.86463 -2.44995  0.0000
61 C 1.40367 1.13395 -2.98368  0.0004
62 C 0.50802 1.91706 -3.73323  0.0000
63 C -0.61883 1.37025 -4.29308  0.0003
64 C -0.98917 0.02187 -4.12884  0.0004
65 C -0.15950 -0.76199 -3.34939  0.0001
66 C 1.09209 -0.25493 -2.83154  -0.0004
67 C 2.74682 3.71161 -1.95275  0.0000
68 C 3.29089 4.76588 -2.68329  0.0000
69 C 3.12353 6.07396 -2.14560  0.0000
70 C 2.39330 6.29794 -1.01685  0.0000
71 C 1.84352 5.19472 -0.26471  0.0000
72 C 2.04957 3.95484 -0.74992  0.0000
73 H 4.30005 1.90025 -3.37273  0.0000
74 H 0.65929 2.97030 -3.89598  0.0000
75 H -1.18284 2.09547 -4.88705  0.0000
76 H -1.99891 -0.28164 -4.58074  -0.0001
77 H -0.25450 -1.82223 -3.19319  0.0000
78 H 1.79923 -0.85713 -2.23519  0.0000
79 H 3.82799 4.58946 -3.66088  0.0000
80 H 3.56231 6.95703 -2.62404  0.0000
81 H 2.12740 7.33623 -0.88530  0.0000
82 H 1.31283 5.28301 0.67838  0.0000
83 H 1.56810 3.12014 -0.25746  0.0000

## Properties
2S+1	8
E	-8311.746672	Eh
ΔE to the lowest compared entry with this formula, charge and spin	300.25	kJ/mol
HOMO-LUMO gap (alpha / beta)	8.12 / 5.40	eV
LUMO (alpha / beta)	-0.0507 / -0.1508	Eh
⟨S²⟩	15.806

---

No. 3
ORCA calculation (wB97M-V/def2-TZVPD) on a cluster of 2 separate species, C26H28N in total in a non-equilibrium geometry.

Last column: Mulliken charge in e.
Positions of all 55 atoms, in Å:
1 C -4.29293 -3.85195 -0.59512  -0.3383
2 C -4.34360 -3.07441 0.56833  -0.8347
3 C -3.23874 -2.31836 0.95785  -0.2530
4 C -2.01404 -2.43793 0.26097  -0.0716
5 C -0.83559 -1.65692 0.65527  0.3620
6 C -1.01031 -0.34864 1.14230  0.0880
7 C -0.01396 0.49697 1.61720  -0.9017
8 C -0.23230 1.78962 2.22986  0.7188
9 C 0.88043 2.47435 2.78975  -0.3136
10 C 0.72755 3.71525 3.39773  -0.6801
11 C -0.53578 4.32541 3.43851  -0.3515
12 C -1.64928 3.65589 2.91068  -0.7715
13 C -1.50720 2.40573 2.30435  -0.3921
14 C 0.47498 -2.30070 0.59984  0.6126
15 C 1.65659 -1.62410 0.22704  0.3781
16 C 2.89180 -2.27832 0.25561  -1.2924
17 C 2.97520 -3.61622 0.66577  -0.4260
18 C 1.81543 -4.29834 1.05936  -0.8425
19 C 0.57942 -3.66592 0.97665  -0.4232
20 C -1.93812 -3.34589 -0.82023  -0.1205
21 C -3.08558 -3.97624 -1.29496  -0.8060
22 H -5.18798 -4.36813 -0.95233  0.3977
23 H -5.26079 -3.03328 1.15649  0.4011
24 H -3.29867 -1.66848 1.83262  0.4638
25 H -2.03972 0.01329 1.15901  0.4610
26 H 1.01431 0.13950 1.67701  0.6498
27 H 1.86482 2.00188 2.71932  0.3789
28 H 1.60087 4.21325 3.82413  0.3885
29 H -0.63806 5.32299 3.86560  0.4087
30 H -2.63174 4.13077 2.95933  0.3920
31 H -2.37874 1.90669 1.87259  0.3766
32 H 1.58903 -0.59426 -0.14021  0.5201
33 H 3.79127 -1.74298 -0.05572  0.4429
34 H 3.94394 -4.12272 0.68883  0.4035
35 H 1.87218 -5.33008 1.41366  0.4122
36 H -0.32365 -4.22587 1.22882  0.5106
37 H -0.98174 -3.52101 -1.31525  0.4906
38 H -3.04165 -4.55680 -2.21507  0.3999
39 C 2.10008 2.45153 -3.66224  -0.6892
40 C 1.91607 3.39753 -2.47616  -0.7356
41 C 1.57246 2.69268 -1.15764  -0.4233
42 N 0.77575 1.51948 -1.27013  0.0929
43 C 0.56932 0.77342 -2.46024  -0.2049
44 C 0.93170 1.47720 -3.77459  -0.7113
45 H 2.16572 3.03970 -4.58270  0.3480
46 H 3.04119 1.90036 -3.56028  0.2953
47 H 2.82203 3.99481 -2.33249  0.3377
48 H 1.10137 4.09503 -2.69717  0.3270
49 H 2.51361 2.45812 -0.62879  0.2898
50 H 1.04183 3.40501 -0.50641  0.2288
51 H 0.42962 1.11839 -0.41380  -0.0851
52 H 1.12671 -0.17849 -2.40147  0.2253
53 H -0.49291 0.48456 -2.50539  0.2001
54 H 0.04023 2.01944 -4.10440  0.3345
55 H 1.14755 0.71718 -4.53166  0.3309

## Properties
net charge	+1
E	-1062.018781	Eh
ΔE to the lowest compared entry with this formula, charge and spin	41.86	kJ/mol
HOMO-LUMO gap	4.80	eV
LUMO	-0.2028	Eh

---

No. 4
ORCA calculation (wB97M-V/def2-TZVPD) on the molecule C3H3ClF2S2 in a non-equilibrium geometry.

Last column: Mulliken charge in e.
Positions of all 11 atoms, in Å:
1 F -0.09343 -0.76323 1.43246  -0.2987
2 C 0.03275 0.22244 0.51982  0.5945
3 F 0.26929 1.42120 1.11909  -0.2354
4 C -1.26770 0.49213 -0.20880  -0.6007
5 Cl -1.86859 -0.78985 -1.25083  -0.1552
6 C 1.26970 -0.08918 -0.39118  0.1171
7 S 1.62180 1.14048 -1.40765  -0.2086
8 S 1.96994 -1.66154 -0.36482  -0.1325
9 H -1.97171 0.69520 0.62068  0.3437
10 H -1.15254 1.43389 -0.70713  0.3914
11 H 1.19048 -2.10155 0.63834  0.1845

## Properties
E	-1572.392777	Eh
ΔE to the lowest compared entry with this formula, charge and spin	8.80	kJ/mol
structure (SMILES)	FC(F)(CCl)C(=S)S
HOMO-LUMO gap	8.46	eV
LUMO	-0.0284	Eh

---

No. 5
ORCA calculation (wB97M-V/def2-TZVPD) on a structure of composition C12H30Br2MnN2O4.

Last column: Löwdin spin population.
Positions of all 51 atoms, in Å:
1 Mn 0.96870 1.49456 0.19368  4.6957
2 Br 3.11439 2.57914 -0.80881  0.0606
3 Br 0.94038 2.04797 2.66694  0.0714
4 C -0.08528 4.33171 -0.91540  0.0046
5 O -0.40509 3.03505 -0.45677  0.0402
6 C -1.79007 2.80005 -0.31852  0.0037
7 C -2.02133 1.65604 0.66258  0.0025
8 N -1.19477 0.48656 0.33586  0.0312
9 C -1.50974 -0.61050 1.25375  0.0027
10 C -2.88879 -1.22743 0.98243  0.0011
11 O -3.14566 -1.20981 -0.41240  0.0004
12 C -4.51484 -1.12796 -0.72722  0.0000
13 H -0.47475 5.09131 -0.23310  0.0005
14 H -0.50164 4.50051 -1.91827  0.0006
15 H 0.99745 4.40577 -0.97269  0.0008
16 H -2.23888 2.59760 -1.30556  0.0004
17 H -2.32459 3.68085 0.05499  0.0005
18 H -3.08710 1.40465 0.60492  0.0007
19 H -1.75135 2.01757 1.65389  0.0006
20 H -1.50192 0.18563 -0.58733  0.0010
21 H -1.51837 -0.18521 2.25913  0.0001
22 H -0.74735 -1.38713 1.22617  0.0001
23 H -3.69262 -0.75173 1.55534  0.0000
24 H -2.88688 -2.27122 1.32957  0.0001
25 H -4.93598 -0.15925 -0.42242  0.0000
26 H -5.08120 -1.93776 -0.26029  0.0000
27 H -4.60985 -1.18388 -1.81094  0.0000
28 C 2.69335 -3.79889 2.72432  0.0001
29 O 2.38477 -2.66268 1.95975  0.0003
30 C 3.52439 -2.01606 1.44042  0.0011
31 C 3.14398 -0.61227 1.04727  0.0038
32 N 1.90440 -0.58986 0.22868  0.0350
33 C 2.15270 -1.02664 -1.14969  0.0039
34 C 0.96311 -0.80640 -2.05616  0.0016
35 O 0.61795 0.55819 -2.01156  0.0266
36 C -0.32711 0.93270 -2.99403  0.0025
37 H 1.75211 -4.23605 3.05455  0.0000
38 H 3.29251 -3.52294 3.59543  0.0000
39 H 3.21337 -4.55063 2.11963  0.0000
40 H 3.93510 -2.58458 0.59039  0.0000
41 H 4.33105 -1.99878 2.18444  0.0001
42 H 3.94114 -0.13339 0.48114  0.0000
43 H 2.93215 -0.02409 1.94073  0.0009
44 H 1.32160 -1.30448 0.66448  0.0019
45 H 2.49049 -2.06837 -1.22618  0.0011
46 H 2.97053 -0.42465 -1.55897  0.0003
47 H 0.09343 -1.45029 -1.82658  0.0000
48 H 1.23506 -1.09469 -3.08245  0.0003
49 H -0.38769 2.01906 -2.98302  0.0001
50 H -1.30880 0.49345 -2.78274  0.0001
51 H 0.01753 0.63928 -3.98938  0.0006

## Properties
2S+1	6
E	-7184.795801	Eh
ΔE to the lowest compared entry with this formula, charge and spin	0.00	kJ/mol
HOMO-LUMO gap (alpha / beta)	7.99 / 8.38	eV
LUMO (alpha / beta)	0.0130 / 0.0129	Eh
⟨S²⟩	8.753